1.
{"formula": "C25H35N2O2", "method": "wB97M-V/def2-TZVPD", "species": ["O", "O", "N", "N", "C", "C", "C", "C", "C", "C", "C", "C", "C", "C", "C", "C", "C", "C", "C", "C", "C", "C", "C", "C", "C", "C", "C", "C", "C", "H", "H", "H", "H", "H", "H", "H", "H", "H", "H", "H", "H", "H", "H", "H", "H", "H", "H", "H", "H", "H", "H", "H", "H", "H", "H", "H", "H", "H", "H", "H", "H", "H", "H", "H"], "coordinates": [[0.5556, 1.0845, 4.2416], [-0.1319, -2.0918, -4.1371], [1.6798, 1.0547, 1.0330], [-0.3546, 2.9161, 5.1709], [1.4107, -0.5575, -3.0547], [2.2711, -0.2533, 0.6192], [-0.3657, 2.2721, 1.6858], [1.8722, 3.0652, 2.4513], [0.1447, -2.2020, -1.8343], [-2.2898, 1.1475, 7.9625], [-2.2655, -2.4579, -8.1848], [0.3816, 2.9980, 2.8148], [0.1933, 2.2528, 4.1454], [0.1751, -1.5687, -5.4252], [-0.8138, 4.2881, 5.1241], [-1.5472, -1.7241, -7.2562], [-1.1425, -4.4537, -7.4784], [-2.0650, -3.8227, -8.2964], [0.2513, 0.9108, 1.3997], [0.7172, -1.7766, -0.6588], [1.9819, -0.1414, -1.8673], [-1.5773, -0.1862, 8.1518], [-0.6161, -2.3502, -6.4406], [-2.0270, 1.7832, 6.5973], [-0.5661, 2.2010, 6.4224], [0.4814, -1.6000, -3.0547], [2.4296, 1.6816, 2.1449], [1.6482, -0.7395, -0.6582], [-0.4184, -3.7204, -6.5564], [1.9997, 3.7214, 1.5854], [-0.2535, 2.8452, 7.2480], [2.7152, 0.6538, -1.8935], [-1.8287, -0.8705, 7.3448], [-0.0890, -0.5043, -5.4710], [-3.3653, 0.9909, 8.0635], [-2.6692, 2.6603, 6.4877], [2.4408, 3.4928, 3.2776], [1.7260, 1.6801, 0.2185], [-0.9841, -5.5182, -7.5619], [-1.6257, 4.4209, 4.4060], [-2.2883, 1.0746, 5.8086], [-0.3432, 2.8923, 0.7851], [3.3458, -0.1058, 0.4861], [-1.1906, 4.5569, 6.1076], [-2.9848, -1.9624, -8.8192], [0.3017, -4.2094, -5.9172], [-1.4106, 2.1274, 1.9615], [-1.8814, -0.6403, 9.0911], [-1.9829, 1.8402, 8.7490], [-2.6270, -4.3942, -9.0193], [1.2513, -1.6794, -5.6202], [0.2020, 0.2967, 2.3025], [-0.4983, -0.0590, 8.1740], [-0.2705, 0.4110, 0.5818], [2.1105, -0.9642, 1.4310], [3.4847, 1.7472, 1.8732], [-0.0041, 4.0127, 2.8868], [-1.7094, -0.6591, -7.1701], [0.0725, 1.3178, 6.3992], [0.4524, -2.2616, 0.2689], [0.0016, 4.9725, 4.8812], [1.7005, -0.0743, -3.9735], [-0.5691, -3.0092, -1.8469], [2.3154, 1.0425, 3.0243]], "lowdin_charge": [0.030, -0.010, -0.084, -0.086, 0.004, -0.069, -0.091, -0.095, 0.026, -0.260, -0.076, -0.214, -0.416, -0.138, -0.032, -0.039, -0.073, -0.080, -0.103, -0.036, -0.036, -0.105, -0.206, -0.190, -0.156, -0.259, -0.108, -0.248, -0.034, 0.129, 0.135, 0.119, 0.076, 0.131, 0.108, 0.108, 0.137, 0.188, 0.106, 0.100, 0.118, 0.131, 0.142, 0.097, 0.105, 0.117, 0.138, 0.073, 0.109, 0.105, 0.140, 0.134, 0.067, 0.137, 0.148, 0.142, 0.124, 0.111, 0.114, 0.122, 0.098, 0.110, 0.128, 0.133], "e_lumo_ev": -2.3, "smiles": "CCCCN(C)C(=O)[C@H]1CC[N@@H+](Cc2ccc(OCc3ccccc3)cc2)CC1", "charge": 1}



2.
{"formula": "C28H46BrNOP2Zn", "method": "wB97M-V/def2-TZVPD", "species": ["Br", "Zn", "P", "P", "O", "N", "C", "C", "C", "C", "C", "C", "C", "C", "C", "C", "C", "C", "C", "C", "C", "C", "C", "C", "C", "C", "C", "C", "C", "C", "C", "C", "C", "C", "H", "H", "H", "H", "H", "H", "H", "H", "H", "H", "H", "H", "H", "H", "H", "H", "H", "H", "H", "H", "H", "H", "H", "H", "H", "H", "H", "H", "H", "H", "H", "H", "H", "H", "H", "H", "H", "H", "H", "H", "H", "H", "H", "H", "H", "H"], "coordinates": [[-4.2884, 5.6029, -0.4333], [0.2633, 0.6958, -0.8795], [-0.0997, 2.3531, 2.6611], [2.5544, 0.6068, -0.9358], [-0.3896, -1.0349, -0.2050], [-0.9374, 1.4319, -7.6748], [-1.1819, 2.5945, -2.1912], [-2.4647, 2.1560, -1.8096], [-0.7216, -1.9644, 0.5730], [-3.3817, 3.0427, -1.2509], [0.1068, -3.1764, 0.7585], [3.0971, 3.3455, -1.4012], [-0.9239, 3.9662, -2.2368], [0.1918, 1.9080, -5.6035], [4.6240, -0.8932, 0.2958], [-2.2056, 3.8725, 3.7652], [3.2243, -1.2020, -3.0547], [0.0106, 0.5397, 2.4974], [-0.0936, 2.1762, -6.9545], [-1.8428, 4.8775, -1.7075], [3.1224, -0.6049, 0.3068], [0.2219, 3.4205, 1.2036], [-1.5330, 0.3901, -7.1006], [-1.9018, 2.6495, 2.8874], [-0.1220, 1.6015, -2.5839], [0.1174, -0.1710, 3.8556], [-1.2856, 0.0114, -5.7785], [-3.0921, 4.4278, -1.2318], [-0.4532, 0.8080, -4.9524], [-1.9864, -1.9181, 1.3593], [3.3710, 2.1747, -0.4652], [3.4112, 0.2078, -2.4977], [-0.3884, 0.5560, -3.5181], [0.9756, 4.6702, 1.6703], [-0.5524, -4.0504, 0.7515], [-0.8718, 0.2063, 1.9409], [1.8508, 4.4062, 2.2739], [4.0316, -1.8660, -2.7348], [0.8633, -3.2663, -0.0255], [-2.6193, -1.0813, 1.0655], [-0.6015, -0.4628, -3.1937], [4.9193, -1.5320, -0.5425], [1.3228, 5.2526, 0.8155], [0.3819, 3.0037, -7.4946], [-1.7123, 4.7821, 3.4081], [2.8333, -0.2143, 1.2949], [3.0480, 2.4054, 0.5609], [0.9036, 0.3285, 1.8901], [0.5791, 0.4905, 4.6006], [-1.7894, -0.8720, -5.3982], [2.0264, 3.5558, -1.5294], [-1.7643, -1.8445, 2.4307], [0.5802, -3.1575, 1.7528], [0.9242, 2.5611, -5.1128], [-2.5277, -2.8620, 1.2020], [-2.3298, 1.7498, 3.3619], [-4.2909, 2.6559, -0.7810], [4.4818, 0.4208, -2.3291], [-2.7044, 1.0881, -1.8993], [2.5519, -1.5339, 0.1492], [4.8944, -1.4172, 1.2212], [-1.5986, 5.9354, -1.6808], [0.3310, 5.3070, 2.2816], [5.2316, 0.0165, 0.2551], [-0.8624, -0.4786, 4.2408], [2.2733, -1.6569, -2.7708], [-2.3540, 2.7564, 1.8891], [-3.2829, 4.0633, 3.7835], [0.7470, -1.0663, 3.7686], [3.2413, -1.1700, -4.1491], [-0.7428, 3.6802, 0.7430], [3.0658, 0.9421, -3.2402], [-2.2133, -0.1877, -7.7291], [0.0197, 4.3331, -2.6783], [3.5572, 4.2508, -0.9848], [-1.8835, 3.6950, 4.7970], [0.8701, 2.0581, -2.6919], [4.4446, 1.9440, -0.4200], [3.5278, 3.1714, -2.3948], [0.8003, 2.8620, 0.4498]], "lowdin_charge": [0.824, 0.693, 0.975, 0.919, -0.077, 0.117, -0.277, -0.052, -0.402, -0.106, 0.020, -0.127, -0.044, 0.043, -0.116, -0.145, -0.121, -0.475, -0.079, -0.097, -0.381, -0.438, -0.082, -0.414, -0.319, -0.138, 0.036, -0.712, -0.164, 0.009, -0.372, -0.366, 0.083, -0.149, 0.112, 0.028, 0.069, 0.079, 0.094, 0.101, 0.127, 0.073, 0.069, 0.131, 0.059, 0.078, 0.085, 0.029, 0.070, 0.127, 0.044, 0.104, 0.122, 0.125, 0.116, 0.081, 0.116, 0.108, 0.120, 0.068, 0.091, 0.115, 0.070, 0.073, 0.075, 0.062, 0.062, 0.076, 0.070, 0.084, 0.061, 0.076, 0.131, 0.124, 0.096, 0.077, 0.073, 0.091, 0.078, 0.016], "e_lumo_ev": [-8.6, -8.6], "charge": 2}



Calculated energy above the lowest of the compared OMol25 structures with the same formula, charge and spin (kcal per mole), listed in the same order as above: 2.1, 3.9